The following is a DFT calculation (wB97M-V/def2-TZVPD) of a structure of composition C19H30FN4OsS.

Summary:
- Orbital gap: 7.511 eV
- LUMO energy: -11.02 eV
- Energy relative to the best compared isomer or geometry (same formula, charge and spin): 0.0000 eV
- HOMO energy: -18.53 eV
- Net charge: +3
- E_tot: -1548.82041 Eh

```
56
Properties=species:S:1:pos:R:3:mulliken_charge:R:1
Os -0.277 -0.206 -0.273 1.704
C -2.352 -2.903 -0.508 -2.067
C -1.146 -2.274 0.124 0.832
C -1.246 -1.498 1.338 0.728
C -2.561 -1.286 2.027 -2.328
C -0.047 -1.044 1.973 0.096
C -0.075 -0.518 3.371 -1.896
C 1.167 -0.983 1.210 1.132
C 2.380 -0.289 1.764 -2.513
C 1.279 -1.767 0.000 1.634
C 2.608 -1.919 -0.687 -1.610
C 0.135 -2.514 -0.450 0.341
C 0.274 -3.376 -1.658 -2.022
H -2.474 -2.559 -1.536 0.464
H -3.269 -2.710 0.034 0.414
H -2.209 -3.985 -0.543 0.431
H -2.741 -2.108 2.726 0.330
H -3.394 -1.257 1.332 0.608
H -2.561 -0.363 2.602 0.556
H -0.146 0.571 3.415 0.350
H 0.845 -0.804 3.881 0.498
H -0.914 -0.929 3.926 0.463
H 2.124 0.430 2.537 0.542
H 2.932 0.226 0.981 0.544
H 3.047 -1.029 2.216 0.422
H 2.671 -1.310 -1.590 0.265
H 2.753 -2.959 -0.976 0.485
H 3.430 -1.647 -0.033 0.464
H 0.543 -4.383 -1.314 0.387
H 1.067 -3.039 -2.319 0.534
H -0.649 -3.461 -2.223 0.472
F -0.592 -0.604 -2.133 -0.726
N -2.330 0.741 -0.626 -0.252
C -2.125 1.588 0.479 0.454
C -2.989 2.377 1.201 -1.272
C -2.409 3.231 2.134 -0.241
C -1.020 3.265 2.299 -0.866
C -0.236 2.369 1.603 -0.306
N -0.830 1.493 0.771 0.544
H -3.281 0.520 -0.908 0.291
H -1.796 1.057 -1.442 0.225
H -4.051 2.387 0.987 0.551
H -3.035 3.907 2.704 0.508
H -0.556 3.969 2.976 0.509
H 0.839 2.309 1.704 0.568
C 2.663 3.675 -2.701 -0.865
N 2.424 2.360 -3.312 -0.226
C 1.685 1.390 -2.825 0.701
N 1.619 0.217 -3.450 -0.300
S 0.827 1.735 -1.336 -0.242
H 3.095 4.318 -3.462 0.332
H 3.359 3.591 -1.868 0.334
H 1.727 4.117 -2.370 0.324
H 2.891 2.187 -4.193 0.275
H 2.087 0.089 -4.338 0.219
H 0.844 -0.395 -3.244 0.198
```